(1)
This record from the Open Molecules 2025 dataset describes a molecular structure, C62H46HfN8. The level of theory is ωB97M-V/def2-TZVPD.

```
117
C62H46HfN8 ωB97M-V/def2-TZVPD
Hf -0.1257 -0.3485 -0.0353
C -1.2866 3.2613 0.1915
N -2.0689 2.0352 0.2883
C -2.9046 2.1203 1.4878
C -3.3373 0.7626 1.9327
C -4.5044 0.4837 2.5168
C -5.0038 -0.8372 2.9492
C -4.4175 -2.0236 2.7602
C -3.0366 -2.2075 2.1566
N -2.3310 -0.2339 1.6569
C -2.8351 1.7588 -0.9207
C -1.8623 1.6521 -2.0646
C -2.2086 2.0518 -3.3409
C -1.2221 2.1931 -4.3030
C 0.1013 2.0045 -3.9340
C 0.3646 1.5753 -2.6530
N -0.5938 1.3311 -1.7436
C 0.0301 3.1255 0.9017
C 0.5593 4.2480 1.5127
C 1.8100 4.1976 2.1002
C 2.5010 3.0028 2.0469
C 1.9054 1.9238 1.4295
N 0.6825 1.9463 0.8647
H -1.8328 4.1126 0.6062
H -1.0852 3.5135 -0.8479
H -3.7689 2.7738 1.3259
H -2.2917 2.5755 2.2729
H -5.1810 1.3194 2.6769
H -5.9797 -0.8278 3.4227
H -4.9349 -2.9181 3.0908
H -2.7118 -3.2434 2.1074
H -3.5484 2.5605 -1.1503
H -3.4203 0.8467 -0.7850
H -3.2406 2.2971 -3.5636
H -1.4778 2.5030 -5.3094
H 0.9184 2.1812 -4.6218
H 1.3817 1.4282 -2.3205
H -0.0167 5.1649 1.5185
H 2.2307 5.0678 2.5873
H 3.4877 2.8936 2.4765
H 2.4414 0.9958 1.3874
C 6.0509 -2.0894 4.7596
C 5.9258 -2.8666 3.6156
C 4.8771 -2.6488 2.7352
C 3.9343 -1.6623 3.0069
C 4.0501 -0.8957 4.1676
C 5.1135 -1.1016 5.0342
C 2.8044 -1.3856 2.0804
C 1.5348 -1.6160 2.5503
C 1.2749 -2.3465 3.7189
C -0.0811 -2.3626 3.8911
C -0.6281 -1.6046 2.8445
N 0.3196 -1.1832 1.9738
C -2.0637 -1.1805 2.8127
C -2.9204 -1.3530 0.8373
C -4.2386 -1.2994 0.1043
C -4.0648 -1.8016 -1.1054
C -2.6288 -1.8947 -1.3615
C -2.1437 -2.1134 -2.6208
C -3.0868 -2.4870 -3.7285
C -3.1113 -3.7843 -4.2299
C -3.9556 -4.1192 -5.2812
C -4.7879 -3.1608 -5.8423
C -4.7758 -1.8629 -5.3465
C -3.9262 -1.5305 -4.2996
C -0.8096 -1.8583 -2.9539
N 0.1691 -1.3648 -2.1407
C 1.2669 -1.1633 -3.0095
C 2.4843 -0.6874 -2.6920
C 3.4830 -0.4010 -3.7641
C 3.9053 0.9120 -3.9720
C 4.8329 1.2057 -4.9616
C 5.3633 0.1851 -5.7407
C 4.9635 -1.1269 -5.5246
C 4.0270 -1.4193 -4.5418
C 2.9243 -0.5334 -1.3376
C 4.2858 -0.4111 -1.0114
C 4.3887 -0.6703 0.3294
C 3.0897 -0.9229 0.7978
N 2.1583 -0.7677 -0.2263
C 0.8971 -1.5156 -4.3644
C -0.3520 -1.9792 -4.3259
N -1.9300 -1.6063 -0.2235
C -2.3372 -0.6513 4.2161
C -1.9226 0.6217 4.5748
C -2.0789 1.0774 5.8781
C -2.6413 0.2534 6.8397
C -3.0360 -1.0348 6.4946
C -2.8860 -1.4797 5.1910
H 6.8742 -2.2573 5.4416
H 6.6469 -3.6473 3.4090
H 4.7796 -3.2571 1.8419
H 3.3035 -0.1387 4.3859
H 5.2054 -0.4962 5.9274
H 2.0241 -2.8028 4.3494
H -0.6251 -2.8186 4.6992
H -5.1851 -1.0617 0.5464
H -4.8299 -2.0320 -1.8308
H -2.4698 -4.5407 -3.7890
H -3.9659 -5.1342 -5.6604
H -5.4441 -3.4232 -6.6628
H -5.4265 -1.1107 -5.7771
H -3.9084 -0.5155 -3.9157
H 3.5123 1.7103 -3.3488
H 5.1459 2.2312 -5.1210
H 6.0944 0.4106 -6.5075
H 5.3881 -1.9281 -6.1179
H 3.7303 -2.4474 -4.3629
H 5.0829 -0.2314 -1.7151
H 5.2851 -0.7124 0.9295
H 1.5445 -1.4243 -5.2215
H -0.9475 -2.3589 -5.1410
H -1.4494 1.2679 3.8406
H -1.7553 2.0773 6.1410
H -2.7676 0.6078 7.8546
H -3.4657 -1.6931 7.2399
H -3.2050 -2.4859 4.9350
```

Its LUMO energy is -6.32 eV. The total energy comes out at -78258.425 eV. As for the strongest force on any atom: 0.013 Eh/bohr. Its net charge is +2.

(2)
This record from the Open Molecules 2025 dataset describes a molecular structure, C62H67N2O3P4S2Zr at a distorted geometry. The level of theory is ωB97M-V/def2-TZVPD.

```
141
C62H67N2O3P4S2Zr ωB97M-V/def2-TZVPD
Zr 0.1425 0.2171 0.1811
C 1.8896 2.2627 1.8260
C 1.4714 1.5330 3.0928
C 2.3074 0.2977 3.4115
C -0.0405 1.2703 3.1053
C -0.5917 0.9875 4.5018
O -1.0964 -0.3543 4.4108
C -0.9703 -0.8017 3.1830
N -0.4324 0.0301 2.3269
C -1.4633 -2.1791 3.0100
C -1.8671 -2.8294 4.1845
C -2.2999 -4.1425 4.1643
C -2.3175 -4.8373 2.9673
C -1.9178 -4.2064 1.7995
C -1.5080 -2.8753 1.7920
P -1.1259 -2.2113 0.1359
C -2.7233 -2.0807 -0.7000
C -3.5125 -3.1888 -1.0193
C -4.7519 -3.0119 -1.6101
C -5.2318 -1.7342 -1.8713
C -4.4668 -0.6261 -1.5409
C -3.2178 -0.8083 -0.9653
C -0.1394 -3.5518 -0.5652
C -0.5382 -4.2790 -1.6800
C 0.1991 -5.3889 -2.0750
C 1.3346 -5.7573 -1.3756
C 1.7480 -5.0151 -0.2729
C 1.0095 -3.9220 0.1378
H 2.9728 2.2994 1.7052
H 1.4684 3.2666 1.7884
H 1.5661 1.7818 0.8741
H 1.6379 2.2541 3.9020
H 2.2089 -0.4881 2.6598
H 2.0414 -0.1236 4.3823
H 3.3620 0.5688 3.4555
H -0.5581 2.1269 2.6674
H -1.4209 1.6305 4.7906
H 0.1728 0.9955 5.2769
H -1.8297 -2.3041 5.1254
H -2.6057 -4.6212 5.0838
H -2.6331 -5.8714 2.9370
H -1.9053 -4.7814 0.8833
H -3.1721 -4.1939 -0.8148
H -5.3522 -3.8760 -1.8589
H -6.2064 -1.6063 -2.3222
H -4.8480 0.3706 -1.7209
H -2.6304 0.0705 -0.7088
H -1.4012 -3.9822 -2.2599
H -0.1187 -5.9597 -2.9365
H 1.9029 -6.6243 -1.6843
H 2.6366 -5.3013 0.2718
H 1.3260 -3.3696 1.0157
C -2.3591 2.7950 -1.6060
N -1.5275 2.5988 -2.7576
C -1.5706 1.2482 -3.2675
P -0.1958 0.2100 -2.5731
C -0.2635 -1.3631 -3.4523
C -1.4428 -1.8200 -4.0402
C -1.4186 -2.9524 -4.8427
C -0.2238 -3.6225 -5.0625
C 0.9473 -3.1850 -4.4547
C 0.9307 -2.0632 -3.6436
C 1.2408 1.0965 -3.2281
C 1.7440 0.8582 -4.5041
C 2.7215 1.6916 -5.0278
C 3.1761 2.7830 -4.3011
C 2.6729 3.0288 -3.0299
C 1.7244 2.1744 -2.4934
C -1.2213 3.6925 -3.6347
C -0.5229 3.4701 -4.8215
C -0.2029 4.5233 -5.6650
C -0.5532 5.8236 -5.3466
C -1.2248 6.0541 -4.1588
C -1.5536 5.0081 -3.3074
P -1.5791 2.4480 0.0594
C -0.7068 3.9780 0.4911
C -0.8552 4.5984 1.7306
C -0.1084 5.7285 2.0337
C 0.7825 6.2459 1.1045
C 0.9215 5.6401 -0.1382
C 0.1836 4.5078 -0.4453
C -3.0460 2.3800 1.1205
C -3.4818 1.2235 1.7622
C -4.6543 1.2302 2.5043
C -5.4059 2.3913 2.6046
C -4.9897 3.5475 1.9570
C -3.8177 3.5452 1.2199
H -3.2627 2.1738 -1.6428
H -2.7029 3.8232 -1.5279
H -1.4375 1.2262 -4.3485
H -2.5371 0.7783 -3.0609
H -2.3819 -1.3000 -3.8948
H -2.3291 -3.2965 -5.3138
H -0.2028 -4.4879 -5.7117
H 1.8763 -3.7143 -4.6167
H 1.8517 -1.7200 -3.1832
H 1.3793 0.0329 -5.1023
H 3.1167 1.4967 -6.0155
H 3.9217 3.4426 -4.7238
H 3.0159 3.8878 -2.4672
H 1.3467 2.3782 -1.4899
H -0.1899 2.4855 -5.1060
H 0.3300 4.3129 -6.5829
H -0.3065 6.6413 -6.0084
H -1.5095 7.0599 -3.8803
H -2.0673 5.2675 -2.3938
H -1.5661 4.2205 2.4555
H -0.2353 6.2143 2.9913
H 1.3542 7.1326 1.3418
H 1.5914 6.0606 -0.8760
H 0.2852 4.0632 -1.4271
H -2.9314 0.2967 1.6651
H -4.9849 0.3245 2.9947
H -6.3205 2.3965 3.1815
H -5.5767 4.4527 2.0275
H -3.4989 4.4624 0.7399
C 6.2761 -1.0250 2.3445
C 6.1795 -1.6896 0.9923
C 7.2780 -1.3055 0.0317
O 4.8232 -1.3868 0.4457
P 4.4095 -0.3033 -0.5919
S 4.7064 -0.5154 -2.4486
S 2.2546 -0.6798 -0.2737
O 4.6405 1.0470 0.1652
C 5.0205 2.4429 -0.1684
C 5.6972 2.9516 1.0829
C 5.8917 2.5808 -1.3932
H 7.2421 -1.2550 2.7933
H 5.4960 -1.3846 3.0139
H 6.1959 0.0582 2.2504
H 6.1302 -2.7727 1.0966
H 7.3250 -0.2251 -0.1210
H 7.1628 -1.7927 -0.9338
H 8.2283 -1.6183 0.4652
H 4.0630 2.9519 -0.3195
H 6.6211 2.4038 1.2659
H 5.0553 2.8608 1.9608
H 5.9517 4.0037 0.9554
H 6.8407 2.0604 -1.2642
H 6.1104 3.6430 -1.5147
H 5.4118 2.2226 -2.2967
```

Its LUMO energy is -8.63 eV. The total energy comes out at -134592.993 eV. As for the strongest force on any atom: 0.022 Eh/bohr. Its net charge is +3.